Molecular formula: C22H27N2O8P
Method: DFT, ωB97M-V/def2-TZVPD

## Properties
**Relative energy (zero: lowest compared OMol25 entry of this formula, charge and spin)**: 35.8 kJ/mol
**SMILES string**: C=CC[C@]1([PH2]=O)OC(=O)O[C@@]1(C)CCC.O=[N+]([O-])c1ccccc1.O=[N+]([O-])c1ccccc1
**Molecular weight**: 478.438 g/mol
**2S+1**: 1
**HOMO-LUMO gap**: 0.3320 Ha
**HOMO**: -9.70 eV

Each line ends with the Mulliken charge.
Cartesian coordinates (Å):
C 0.966 1.658 1.140  -0.8694
C 0.364 1.959 0.000  -0.3034
C -0.201 0.854 -0.850  -0.9523
C -1.474 1.169 -1.604  1.0122
P -1.792 -0.429 -2.600  0.3824
O -0.688 -1.411 -2.469  -0.5624
O -1.205 2.133 -2.639  -0.4166
C -2.467 2.444 -3.112  0.4740
O -2.793 2.597 -4.263  -0.5371
O -3.268 2.531 -2.037  -0.4170
C -2.698 1.769 -0.892  1.1330
C -2.487 2.852 0.142  -1.9872
C -3.864 0.867 -0.491  -1.2576
C -3.587 0.012 0.763  -0.2915
C -3.186 -1.436 0.454  -1.2905
H 0.765 0.720 1.624  0.2532
H 1.670 2.329 1.599  0.1967
H 0.251 2.973 -0.345  0.3856
H -0.288 -0.058 -0.275  0.3546
H 0.553 0.635 -1.596  0.5652
H -2.978 -1.056 -2.182  -0.0263
H -1.950 -0.076 -3.953  0.0445
H -3.422 3.301 0.443  0.3712
H -1.963 2.478 1.012  0.4265
H -1.870 3.633 -0.287  0.4455
H -4.254 0.296 -1.321  0.6539
H -4.645 1.565 -0.222  0.4886
H -2.859 0.505 1.390  0.2866
H -4.512 -0.029 1.327  0.4068
H -3.784 -1.842 -0.349  0.3184
H -3.355 -2.037 1.338  0.4186
H -2.137 -1.485 0.188  0.2385
O 1.286 -7.844 -1.000  -0.6079
N 0.957 -7.974 -2.160  1.0114
O 1.000 -9.020 -2.774  -0.6133
C 0.472 -6.782 -2.872  0.0703
C 0.442 -5.568 -2.211  -0.5092
C 0.003 -4.442 -2.891  -0.2372
C -0.400 -4.548 -4.214  -0.5149
C -0.371 -5.777 -4.861  -0.4217
C 0.068 -6.905 -4.188  -0.4216
H 0.757 -5.492 -1.181  0.4417
H -0.024 -3.481 -2.395  0.6227
H -0.737 -3.665 -4.743  0.4083
H -0.689 -5.856 -5.892  0.3747
H 0.095 -7.862 -4.688  0.4474
O 4.648 2.853 1.879  -0.5899
N 4.161 2.510 2.935  0.9940
O 3.588 1.456 3.119  -0.5812
C 4.262 3.439 4.069  0.1334
C 4.874 4.664 3.881  -0.3437
C 4.950 5.545 4.947  -0.4281
C 4.419 5.192 6.181  -0.4099
C 3.815 3.954 6.353  -0.4250
C 3.733 3.068 5.291  -0.3512
H 5.287 4.935 2.921  0.4466
H 5.421 6.509 4.815  0.3726
H 4.475 5.885 7.010  0.3746
H 3.404 3.680 7.314  0.3702
H 3.262 2.106 5.420  0.4420